The following is a quantum chemistry calculation of C13H25Cl2ErINOP2 as an isolated structure at a distorted geometry, from the Open Molecules 2025 dataset.

```
46
Properties=species:S:1:pos:R:3:forces:R:3
Er -0.004611 -0.712921 -0.627233 -0.01 -0.83 1.61
I -0.013916 -0.568832 -3.293566 0.00 0.65 -2.42
Cl -0.013815 1.803089 4.956424 0.00 0.07 -0.02
Cl -0.023121 -3.169351 -0.783077 0.00 0.25 0.10
P 2.718247 -0.117445 -0.383802 1.35 -0.22 0.22
P -2.718392 -0.075834 -0.379992 -1.35 -0.20 0.22
O 0.025124 2.874588 -5.014726 -0.04 -4.89 -2.86
N -0.005025 -0.536856 1.753415 0.00 0.46 0.87
C -3.693799 0.126995 -1.913266 0.26 0.08 -0.16
C -3.419512 -1.648743 0.274526 0.35 -0.03 -0.07
C -0.003468 -1.971619 3.681109 0.00 0.21 0.09
C -0.006247 -0.862258 4.524389 0.00 -0.17 -0.49
C -0.002799 -1.772268 2.308143 0.00 0.26 -0.03
C 3.399600 -1.701085 0.266099 -0.36 -0.02 -0.08
C -3.517539 1.126967 0.738523 0.33 0.21 -0.01
C -0.008647 0.413036 3.954440 0.00 0.03 -0.57
C -0.007553 0.563631 2.563208 0.00 -1.26 0.19
C 3.692053 0.075092 -1.919396 -0.26 0.08 -0.16
C 3.536749 1.071956 0.734929 -0.32 0.21 0.00
C 0.008110 0.837399 -6.602573 -0.01 -0.65 -0.19
C 0.017280 1.894294 -5.638822 0.03 4.88 2.57
H 4.613869 0.860695 0.785651 -0.31 0.06 -0.01
H -4.597155 0.930227 0.792076 0.31 0.05 -0.01
H -4.736087 -0.161563 -1.721182 0.28 0.14 -0.12
H -0.895977 0.222730 -6.414682 0.38 0.26 -0.10
H 0.904274 0.210153 -6.418659 -0.37 0.27 -0.10
H -3.071439 1.045269 1.737500 -0.19 0.05 -0.16
H -0.008971 1.544578 2.089851 0.00 -0.20 0.16
H 3.654979 1.125196 -2.235218 0.08 -0.23 0.02
H -0.001920 -2.989520 4.065192 0.00 0.28 0.01
H -4.504628 -1.639083 0.101828 0.31 -0.10 0.14
H 2.920521 -2.549024 -0.240996 0.27 0.12 0.12
H -2.953711 -2.504242 -0.232438 -0.27 0.12 0.12
H -3.643163 1.175887 -2.231138 -0.08 -0.22 0.02
H -0.006770 -0.967831 5.601696 0.00 -0.01 -0.03
H -3.205211 -1.724711 1.348669 -0.11 -0.02 -0.23
H 0.008351 1.251529 -7.636593 0.00 0.00 0.66
H 3.376078 2.088401 0.356074 0.12 -0.15 0.17
H 3.187222 -1.775938 1.340642 0.11 -0.02 -0.23
H 3.092051 0.994110 1.734926 0.19 0.05 -0.16
H 3.248671 -0.539932 -2.712511 0.24 0.09 0.17
H 4.730906 -0.228020 -1.730916 -0.28 0.14 -0.12
H -3.260932 -0.495411 -2.706414 -0.24 0.10 0.18
H -3.343979 2.140192 0.356905 -0.12 -0.15 0.17
H 4.484187 -1.706334 0.090464 -0.30 -0.09 0.14
H -0.000785 -2.615397 1.606724 0.00 0.33 0.41
```
Positions in Å, forces in eV/Å.

- Net charge: +2
- E_tot: -96757.0473 eV
- Spin multiplicity: 4
- Relative energy (zero: lowest compared OMol25 entry of this formula, charge and spin): 0.000 eV
- Orbital gap (alpha / beta): 7.70 / 7.74 eV
- HOMO energy (alpha / beta): -14.96 / -14.99 eV